1.
Density functional theory data (the ωB97M-V functional and the def2-TZVPD basis) for 2 unconnected molecules or ions with the total composition C3H6NO2 at a distorted geometry.

As for the lowest unoccupied orbital energy: 4.37 eV. The energy above the lowest of the compared OMol25 structures with the same formula, charge and spin comes out at 160.60 kcal per mole. Its net charge is -1. The calculation puts the HOMO energy at -2.83 eV.

Each atom is followed by the atoms it is bonded to, with distances in Å.
Positions of all 12 atoms, in Å:
1 C 0.3929 -0.0245 0.7154  C2 1.454, C3 1.532
2 C 0.6329 -1.1709 -0.1457  C1 1.454, H7 1.070, H8 1.094, H9 1.088
3 C 0.8797 1.2628 0.0433  C1 1.532, H10 1.086, H11 1.131, H12 1.177
4 N -1.9679 -0.1186 0.3346  O5 1.228, O6 1.269
5 O -2.7199 0.8511 0.3788  N4 1.228
6 O -2.3281 -1.2485 -0.1172  N4 1.269
7 H 1.6229 -1.4318 0.1661  C2 1.070
8 H 0.0249 -1.9768 0.2762  C2 1.094
9 H 0.3648 -0.8698 -1.1559  C2 1.088
10 H 0.1604 1.5995 -0.6981  C3 1.086
11 H 1.8046 0.9390 -0.5220  C3 1.131
12 H 1.1329 2.1884 0.7244  C3 1.177

2.
Density functional theory data (the ωB97M-V functional and the def2-TZVPD basis) for a single C2H5N3O molecule at a distorted geometry.

As for the lowest unoccupied orbital energy: 0.91 eV. The energy above the lowest of the compared OMol25 structures with the same formula, charge and spin comes out at 52.17 kcal per mole. The calculation puts the HOMO energy at -9.60 eV.

Each atom is followed by the atoms it is bonded to, with distances in Å.
Positions of all 11 atoms, in Å:
1 H -2.3277 -1.7319 -0.0493  N2 1.013
2 N -1.8668 -0.8316 -0.1097  H1 1.013, C3 1.267
3 C -0.6093 -0.8908 0.0292  N2 1.267, N4 1.411, H8 1.176
4 N 0.2570 0.2178 0.1366  C3 1.411, N5 1.469, C6 1.384
5 N -0.1620 1.6054 -0.1000  N4 1.469, H9 1.042, H10 1.061
6 C 1.6080 0.0347 -0.1022  N4 1.384, O7 1.222, H11 1.110
7 O 2.0982 -1.0842 -0.0570  C6 1.222
8 H -0.0276 -1.8795 0.2877  C3 1.176
9 H -0.1803 2.1213 0.8054  N5 1.042
10 H -1.1043 1.5623 -0.5864  N5 1.061
11 H 2.3147 0.8765 -0.2543  C6 1.110

Computed DFT total energy, in the same sequence as the records: -8788.2525, -8671.3802 eV.